[1]
Below is a structure of composition C23H55N3O6Si2, with properties calculated with wB97M-V/def2-TZVPD.

Results
net charge	0
total energy	-2104.011236	Eh
HOMO level	-9.11	eV
HOMO-LUMO gap	9.8148	eV

Element x y z (Å)
Si  7.933  1.680  0.610
Si  5.608  1.076  -0.961
O  6.821  0.569  0.057
O  5.025  -4.068  -3.461
O  -3.558  1.799  1.440
O  4.501  -0.158  -0.997
O  -10.852  -3.383  2.379
O  7.099  3.781  -3.086
N  -9.266  -0.987  2.182
N  -6.100  1.613  0.094
N  6.851  -1.852  -3.529
C  0.688  2.923  -1.190
C  -7.879  -2.632  3.318
C  5.473  -3.478  -2.253
C  2.334  0.519  0.519
C  6.215  1.599  -2.664
C  6.179  3.106  -2.742
C  -0.284  2.229  -0.253
C  -6.594  2.233  2.394
C  -4.515  0.838  1.850
C  0.956  4.346  -0.690
C  6.652  4.369  1.226
C  -5.968  1.179  1.488
C  -10.176  -4.596  2.102
C  5.580  -5.337  -3.754
C  -9.180  -1.837  3.373
C  8.027  -3.659  -2.396
C  -3.410  2.901  2.316
C  2.068  2.228  -1.363
C  2.160  0.751  -0.977
C  3.319  0.083  -1.768
C  7.203  3.325  1.003
C  6.812  -2.737  -2.359
C  -10.430  -2.712  3.550
H  -9.278  -4.420  1.505
H  5.233  3.587  -2.435
H  -7.744  -3.133  2.360
H  6.593  -2.410  -4.338
H  2.752  1.388  1.005
H  -6.553  0.263  1.613
H  -7.844  -3.386  4.106
H  -7.027  -1.966  3.454
H  6.904  -2.116  -1.463
H  0.222  3.020  -2.166
H  7.955  -4.433  -1.630
H  1.525  4.255  0.225
H  8.937  -3.089  -2.211
H  5.493  -4.223  -1.447
H  2.972  -0.894  -2.081
H  4.707  -2.745  -1.985
H  5.751  -5.922  -2.846
H  9.053  1.884  -0.319
H  0.069  2.355  0.765
H  4.867  -5.871  -4.383
H  6.513  -5.241  -4.314
H  -5.428  2.361  -0.059
H  6.219  5.317  1.265
H  6.095  -1.176  -3.449
H  -10.848  -5.222  1.516
H  -4.112  3.696  2.055
H  -10.079  -0.382  2.265
H  -5.778  0.867  -0.517
H  -4.409  0.628  2.922
H  8.145  -4.146  -3.364
H  -4.244  -0.080  1.321
H  -0.434  1.181  -0.457
H  7.200  1.227  -2.909
H  -2.400  3.293  2.189
H  -3.543  2.613  3.362
H  3.552  0.629  -2.678
H  -9.123  -1.183  4.248
H  2.321  2.308  -2.414
H  -6.235  3.238  2.169
H  -10.304  -3.425  4.376
H  1.350  0.389  0.948
H  -6.385  2.023  3.446
H  2.880  -0.380  0.748
H  1.622  4.813  -1.405
H  -1.231  2.745  -0.308
H  4.935  2.221  -0.331
H  1.273  0.242  -1.319
H  -11.263  -2.058  3.823
H  8.487  1.135  1.862
H  -9.913  -5.131  3.019
H  0.050  4.913  -0.542
H  -9.489  -1.587  1.393
H  2.809  2.822  -0.847
H  5.563  1.255  -3.460
H  -7.676  2.241  2.263

---

[2]
Below is a structure of composition C34H37BaIN5O3P2S, with properties calculated with wB97M-V/def2-TZVPD.

Results
ΔE to the lowest compared entry with this formula, charge and spin	117.1	kJ/mol
net charge	+1
total energy	-3221.426784	Eh
HOMO level	-9.48	eV
HOMO-LUMO gap	7.1183	eV

Element x y z (Å)
Ba  1.115  0.473  0.663
I  2.963  -0.063  -2.023
S  -0.190  -2.539  -2.980
P  0.240  1.564  3.573
P  -1.104  3.000  1.024
O  -0.775  2.088  -0.141
O  -0.072  0.202  3.004
O  2.650  -6.706  2.949
N  -1.275  -0.166  -2.257
N  0.360  -2.760  -0.507
N  2.564  -4.139  1.902
N  2.689  -1.695  1.616
N  -0.267  -1.542  -0.634
C  0.485  -3.389  -1.620
C  -2.606  2.559  1.859
C  -2.784  1.539  6.215
C  -0.909  2.110  4.821
C  2.186  -4.737  -2.891
C  -1.828  3.746  6.321
C  -3.132  1.295  1.593
C  -4.858  1.685  3.220
C  3.989  0.383  4.379
C  -3.200  3.378  2.820
C  -4.325  2.939  3.496
C  -2.444  6.602  -0.245
C  -0.616  -1.283  -1.864
C  -4.262  0.863  2.275
C  -2.771  2.819  6.748
C  0.004  5.459  0.390
C  1.316  -4.813  2.277
C  -1.167  4.729  0.575
C  3.863  -6.017  2.721
C  3.702  -5.011  1.593
C  1.165  -4.713  -1.757
C  -1.273  7.328  -0.412
C  -0.896  3.394  5.360
C  2.637  2.809  4.476
C  0.247  2.882  2.296
C  1.625  -5.827  3.366
C  -1.856  1.182  5.249
C  1.946  1.649  4.118
C  2.633  0.435  4.080
C  -2.394  5.305  0.242
C  4.663  1.539  4.733
C  2.625  -2.846  1.743
C  3.982  2.753  4.785
C  -0.048  6.754  -0.097
H  1.258  2.958  1.844
H  -1.298  0.615  -1.612
H  1.927  -5.308  4.286
H  -5.741  1.348  3.747
H  2.713  -5.691  -2.908
H  4.510  -0.563  4.325
H  2.918  -3.937  -2.779
H  0.161  3.811  2.871
H  4.595  -4.401  1.473
H  -3.401  7.039  -0.497
H  -1.817  4.742  6.744
H  -3.314  4.746  0.353
H  -4.790  3.577  4.236
H  -3.517  0.816  6.548
H  -4.677  -0.113  2.063
H  -1.166  0.105  -3.221
H  5.719  1.503  4.966
H  0.867  7.312  -0.239
H  2.137  3.770  4.516
H  0.597  -4.067  2.611
H  0.413  -5.493  -1.904
H  0.749  -6.438  3.578
H  0.901  -5.321  1.404
H  4.181  -5.502  3.637
H  -3.495  3.099  7.503
H  -0.166  4.133  5.049
H  -1.864  0.189  4.818
H  0.973  5.027  0.612
H  4.509  3.656  5.060
H  1.709  -4.615  -3.865
H  1.649  -4.909  -0.800
H  2.114  -0.471  3.802
H  4.610  -6.765  2.460
H  3.509  -5.537  0.653
H  -2.794  4.356  3.050
H  -2.675  0.650  0.854
H  -1.312  8.339  -0.795

---

[3]
Below is a cluster of 2 separate species, C9H14N5O4 in total, with properties calculated with wB97M-V/def2-TZVPD.

Results
net charge	+1
total energy	-925.588641	Eh
HOMO level	-12.60	eV
HOMO-LUMO gap	9.0440	eV

Element x y z (Å)
O  6.362  4.643  0.607
O  0.554  1.178  1.326
O  5.000  4.869  -1.065
O  1.351  2.300  -0.468
N  5.391  4.318  -0.051
N  -0.773  -1.963  -2.138
N  -2.437  -2.960  -0.876
N  -1.913  -2.005  -0.068
N  -0.137  -0.349  -0.445
C  -0.898  -1.372  -0.848
C  -3.065  -5.008  0.404
C  -0.374  0.176  0.933
C  -0.431  3.541  0.574
C  -3.016  -5.976  1.157
C  0.536  2.295  0.438
C  -3.547  -3.920  -0.646
C  -1.775  -2.971  -2.102
C  4.615  3.144  0.431
H  -3.878  -4.425  -1.599
H  -1.434  0.610  0.980
H  5.288  2.289  0.443
H  -1.970  -3.621  -2.999
H  -0.971  3.682  -0.413
H  3.783  2.971  -0.248
H  -4.412  -3.354  -0.159
H  -3.176  -6.886  1.805
H  0.225  4.464  0.724
H  4.255  3.377  1.431
H  -1.132  3.473  1.462
H  -2.219  -1.818  0.890
H  -0.349  -0.734  1.625
H  0.548  0.033  -1.105

---

[4]
Below is a cluster of 2 separate species, C4H7BrN2P in total, with properties calculated with wB97M-V/def2-TZVPD.

Results
ΔE to the lowest compared entry with this formula, charge and spin	491.5	kJ/mol
net charge	+1
total energy	-3181.062956	Eh
HOMO level (alpha / beta)	-12.37 / -13.25	eV
HOMO-LUMO gap (alpha / beta)	6.4232 / 8.1329	eV

Element x y z (Å)
Br  -3.366  2.217  -0.703
P  3.191  0.370  0.612
N  1.127  -1.051  -0.619
N  0.331  0.334  0.782
C  -0.752  -0.217  0.162
C  -3.439  0.828  0.434
C  1.466  -0.155  0.276
C  -0.253  -1.106  -0.740
H  -3.330  -0.193  0.053
H  3.677  -0.811  -0.152
H  -3.742  1.035  1.574
H  1.829  -1.459  -1.148
H  3.484  1.071  -0.624
H  0.349  0.966  1.450
H  -0.571  -1.828  -1.357

---

[5]
Below is a cluster of 3 separate species, C2H13N2O2 in total, with properties calculated with wB97M-V/def2-TZVPD.

Results
ΔE to the lowest compared entry with this formula, charge and spin	127.2	kJ/mol
net charge	+1
total energy	-343.727995	Eh
HOMO level	-13.85	eV
HOMO-LUMO gap	10.6179	eV

Element x y z (Å)
O  -1.784  1.008  0.337
O  0.692  2.456  1.282
N  -0.474  -1.656  0.580
N  -0.172  -0.490  -1.732
C  1.034  -0.354  -0.898
C  1.004  -1.585  0.115
H  -1.006  -2.356  -0.008
H  0.908  0.631  -0.282
H  1.923  -0.257  -1.469
H  -0.880  1.424  0.370
H  0.074  -1.223  -2.380
H  -0.488  -1.788  1.565
H  0.535  2.138  2.176
H  0.668  3.433  1.493
H  1.262  -2.585  -0.377
H  1.569  -1.257  0.953
H  -2.046  1.117  -0.635
H  -0.956  -0.739  0.471
H  -0.535  0.420  -2.076

---

[6]
Below is a cluster of 2 separate species, C6H13NO in total, with properties calculated with wB97M-V/def2-TZVPD.

Results
ΔE to the lowest compared entry with this formula, charge and spin	636.6	kJ/mol
net charge	0
total energy	-366.191444	Eh
HOMO level	-6.31	eV
HOMO-LUMO gap	6.8570	eV

Element x y z (Å)
O  -0.959  -0.364  -0.692
N  -1.680  1.552  0.318
C  1.026  1.012  -1.561
C  0.668  -0.318  -0.966
C  -1.288  0.375  0.551
C  -1.616  -0.565  1.670
C  1.051  -1.511  -1.463
C  1.190  0.039  1.010
H  2.110  1.081  -1.652
H  0.677  1.831  -0.936
H  0.903  0.799  1.743
H  -1.362  -0.099  2.621
H  1.209  -0.956  1.451
H  0.485  -2.414  -1.287
H  -1.443  0.047  -1.438
H  2.199  0.292  0.687
H  -2.683  -0.804  1.639
H  0.576  1.125  -2.552
H  -1.065  -1.496  1.573
H  -2.043  2.008  1.152
H  2.045  -1.636  -1.868